(a)
{"formula": "C4H9O2", "method": "wB97M-V/def2-TZVPD", "lumo_ev": 3.70, "total_charge": -1, "molar_mass_g_mol": 89.11, "homo_ha": -0.1137, "species": ["H", "O", "C", "H", "C", "H", "H", "O", "H", "H", "C", "H", "H", "C", "H"], "xyz": [[0.288, 1.712, -2.741], [-0.776, -2.936, 1.127], [1.127, 1.162, -0.769], [0.018, 0.045, -2.212], [-1.529, -0.661, 1.542], [-2.244, -0.735, 0.733], [1.691, 1.990, -0.699], [0.236, -1.859, 2.573], [1.601, 0.683, -2.738], [0.576, 1.509, 0.049], [-0.603, -1.908, 1.671], [1.692, 0.263, -0.272], [-0.862, 0.261, 1.407], [0.693, 0.871, -2.176], [-1.910, -0.398, 2.506]]}



(b)
{"formula": "C4H9O2", "method": "wB97M-V/def2-TZVPD", "lumo_ev": 3.95, "total_charge": -1, "molar_mass_g_mol": 89.11, "homo_ha": -0.1388, "species": ["O", "H", "C", "H", "H", "H", "O", "H", "H", "C", "H", "H", "C", "C", "H"], "xyz": [[2.763, 0.235, 1.004], [-2.194, -1.167, -0.080], [-1.790, -0.157, -0.132], [-3.085, 0.493, 1.517], [-1.587, -0.330, 2.033], [-1.491, 1.275, 1.471], [1.747, -1.622, 0.248], [2.623, -0.171, -2.165], [1.015, -0.082, -1.492], [2.260, -0.511, 0.118], [-2.137, 0.527, -0.909], [2.605, 1.142, -1.243], [-2.031, 0.342, 1.294], [2.030, 0.232, -1.306], [-0.728, -0.206, -0.358]]}



(c)
{"formula": "C4H9O2", "method": "wB97M-V/def2-TZVPD", "lumo_ev": 3.98, "smiles": "[O-]CCCCO", "total_charge": -1, "molar_mass_g_mol": 89.11, "homo_ha": -0.0864, "species": ["O", "H", "H", "H", "O", "C", "H", "C", "H", "H", "C", "H", "H", "C", "H"], "xyz": [[2.373, 0.574, 0.809], [0.948, 2.040, 1.312], [-2.152, -0.705, -0.935], [0.865, 1.396, -0.319], [-0.727, -0.401, -2.354], [-0.207, -0.957, 0.052], [0.642, -0.552, 1.962], [0.061, -0.002, 1.223], [-0.884, 0.380, 1.633], [0.737, -1.169, -0.460], [-1.125, -0.311, -0.993], [0.214, -0.225, -2.368], [-1.271, 0.744, -0.725], [1.147, 1.083, 0.726], [-0.621, -1.895, 0.436]]}



Most stable: (b). Least stable: (c).



(a)
{"formula": "C2H8O", "method": "wB97M-V/def2-TZVPD", "lumo_ev": 0.99, "smiles": "CC.O", "total_charge": 0, "molar_mass_g_mol": 48.09, "homo_ha": -0.4242, "species": ["H", "H", "H", "H", "H", "C", "H", "H", "O", "H", "C"], "xyz": [[2.163, 0.658, -0.095], [0.249, -0.159, 0.996], [-0.090, 1.502, 1.212], [-1.866, -2.942, 0.354], [-0.871, 0.670, -0.168], [1.211, 0.961, -0.542], [1.284, 1.970, -0.937], [-1.531, -1.475, 0.353], [-1.695, -2.209, -0.247], [1.103, 0.272, -1.354], [0.041, 0.752, 0.428]]}



(b)
{"formula": "C2H8O", "method": "wB97M-V/def2-TZVPD", "lumo_ev": 0.90, "smiles": "CC.O", "total_charge": 0, "molar_mass_g_mol": 48.09, "homo_ha": -0.4230, "species": ["H", "H", "H", "H", "H", "H", "H", "C", "O", "C", "H"], "xyz": [[0.239, 3.244, 3.626], [0.968, -0.082, -0.523], [-0.636, 0.716, -0.547], [-0.657, 0.504, 2.123], [1.085, 0.131, 1.932], [1.104, 2.871, 4.866], [-0.491, -0.988, -0.013], [0.202, 0.563, 1.432], [1.150, 3.320, 3.992], [0.000, 0.000, 0.000], [0.405, 1.625, 1.214]]}



Most stable: (a). Least stable: (b).



(a)
{"formula": "C3H2N2O2", "method": "wB97M-V/def2-TZVPD", "lumo_ev": -0.17, "total_charge": 0, "molar_mass_g_mol": 98.06, "homo_ha": -0.4085, "species": ["N", "O", "H", "C", "C", "C", "N", "H", "O"], "xyz": [[-0.500, 0.134, 1.340], [-0.308, 1.386, -1.229], [1.666, 1.539, -0.773], [0.634, 1.260, -0.509], [-0.870, -0.940, 0.753], [0.668, -1.183, -1.119], [-0.223, -1.403, -0.367], [-1.712, -1.515, 1.133], [0.645, 0.722, 0.771]]}



(b)
{"formula": "C3H2N2O2", "method": "wB97M-V/def2-TZVPD", "lumo_ev": -0.49, "smiles": "O=Cc1ncno1", "total_charge": 0, "molar_mass_g_mol": 98.06, "homo_ha": -0.4093, "species": ["O", "C", "H", "N", "C", "N", "O", "C", "H"], "xyz": [[1.307, 0.407, -2.294], [0.470, -0.235, -1.719], [-0.245, -0.900, -2.230], [-1.006, -0.016, 0.199], [-0.777, 0.228, 1.524], [0.477, 0.218, 1.874], [1.145, -0.009, 0.676], [0.202, -0.127, -0.253], [-1.574, 0.434, 2.224]]}



(c)
{"formula": "C3H2N2O2", "method": "wB97M-V/def2-TZVPD", "lumo_ev": -0.76, "smiles": "N=C=NC(=O)C=O", "total_charge": 0, "molar_mass_g_mol": 98.06, "homo_ha": -0.3829, "species": ["H", "O", "C", "N", "O", "C", "C", "H", "N"], "xyz": [[-1.949, 1.375, -0.049], [-2.899, -0.442, -0.165], [-1.935, 0.266, -0.079], [2.581, -0.483, 0.109], [-0.300, -1.513, -0.048], [-0.556, -0.331, -0.030], [1.511, 0.072, 0.062], [3.130, 0.401, 0.185], [0.417, 0.656, 0.015]]}



(d)
{"formula": "C3H2N2O2", "method": "wB97M-V/def2-TZVPD", "lumo_ev": -0.21, "smiles": "[H]/N=C(/C#N)OC=O", "total_charge": 0, "molar_mass_g_mol": 98.06, "homo_ha": -0.4210, "species": ["C", "N", "H", "H", "O", "C", "N", "C", "O"], "xyz": [[-0.919, -0.426, 0.088], [-1.933, -1.167, 0.190], [1.765, 0.412, 0.819], [-1.806, -2.126, -0.141], [1.985, 0.775, -1.168], [1.425, 0.320, -0.230], [-0.071, 1.868, 0.457], [-0.814, 0.977, 0.460], [0.369, -0.633, -0.474]]}



Most stable: (b). Least stable: (a).